[1]
Density functional theory data (ωB97M-V with the def2-TZVPD basis set) for a 10-piece molecular cluster, C60H50N10O20 overall.

## Properties
Strongest force on any atom: 4.335 eV Å⁻¹
Charge: 0
Multiplicity: 1
Frontier orbital gap: 9.013 eV
HOMO level: -9.86 eV
SMILES: O=[N+]([O-])c1ccccc1.O=[N+]([O-])c1ccccc1.O=[N+]([O-])c1ccccc1.O=[N+]([O-])c1ccccc1.O=[N+]([O-])c1ccccc1.O=[N+]([O-])c1ccccc1.O=[N+]([O-])c1ccccc1.O=[N+]([O-])c1ccccc1.O=[N+]([O-])c1ccccc1.O=[N+]([O-])c1ccccc1
Relative energy (zero: lowest compared OMol25 entry of this formula, charge and spin): 5.938 eV

```
140
Properties=species:S:1:pos:R:3:forces:R:3
O -17.346 10.128 -3.761 2.81 0.80 1.43
N -16.482 10.813 -3.125 -4.22 0.75 -0.64
O -16.867 11.666 -2.307 1.55 -1.34 -0.82
C -15.106 10.781 -3.564 1.89 1.96 -0.14
C -14.340 12.007 -3.568 -0.19 -1.91 -1.31
C -13.102 12.014 -4.285 -0.88 -0.87 0.19
C -12.617 10.846 -4.933 -1.73 0.87 0.58
C -13.401 9.699 -4.819 1.60 -0.30 -0.89
C -14.578 9.657 -4.161 -1.70 -0.36 1.00
H -14.850 12.899 -3.236 0.36 0.12 0.26
H -12.564 12.940 -4.431 -0.05 0.12 0.20
H -11.809 10.885 -5.649 0.31 0.02 0.35
H -13.151 8.769 -5.309 0.50 0.07 -0.16
H -15.116 8.721 -4.128 -0.25 0.07 -0.04
O -8.487 0.327 8.174 0.46 -1.06 1.05
N -8.233 -0.876 8.028 -0.97 2.50 -1.62
O -8.532 -1.407 6.966 0.50 -1.17 1.00
C -7.501 -1.565 9.071 2.28 -0.28 1.51
C -7.088 -0.910 10.280 -2.57 0.03 -1.37
C -6.349 -1.573 11.219 -0.34 1.45 0.08
C -5.868 -2.783 10.911 1.21 -3.33 -0.03
C -6.201 -3.479 9.745 0.14 0.70 0.03
C -6.974 -2.845 8.808 -1.74 0.70 -0.30
H -7.578 -0.013 10.627 0.11 0.42 -0.65
H -6.204 -1.109 12.183 0.26 -0.03 -0.01
H -5.256 -3.317 11.623 0.09 0.00 0.21
H -5.897 -4.490 9.519 0.29 0.00 0.36
H -7.351 -3.370 7.943 0.28 0.06 -0.26
O -8.301 12.770 1.586 -0.31 -1.70 1.24
N -7.917 11.778 2.237 1.09 1.39 -1.85
O -6.766 11.678 2.619 -0.42 -0.24 0.47
C -8.781 10.612 2.400 -2.02 -0.10 0.19
C -10.114 10.668 1.971 -0.19 -0.53 0.03
C -10.977 9.549 2.118 1.00 1.10 -0.87
C -10.531 8.367 2.665 2.04 0.49 1.35
C -9.235 8.352 3.321 -1.73 1.84 -2.96
C -8.365 9.494 3.074 -0.54 -3.52 2.12
H -10.445 11.575 1.487 -0.13 0.00 0.00
H -11.963 9.560 1.678 -0.07 0.31 -0.01
H -11.185 7.511 2.590 0.11 -0.21 0.44
H -8.997 7.414 3.802 0.77 0.34 0.21
H -7.419 9.322 3.566 0.40 0.83 -0.37
O -18.320 1.809 0.181 0.34 -0.29 1.31
N -17.575 1.890 1.163 -0.60 -0.83 -1.51
O -16.770 2.785 1.294 0.09 -0.27 0.63
C -17.638 0.783 2.198 1.47 0.99 1.04
C -16.515 0.685 3.079 -2.09 0.86 -1.04
C -16.677 -0.062 4.221 0.01 -0.59 -0.10
C -17.872 -0.763 4.477 0.58 0.74 -0.46
C -18.925 -0.665 3.569 0.30 -0.89 0.77
C -18.813 0.095 2.430 0.29 0.92 -0.96
H -15.691 1.366 2.925 0.21 -0.28 -0.08
H -15.820 -0.094 4.878 -0.17 -0.19 0.37
H -17.953 -1.317 5.401 -0.17 -0.14 -0.06
H -19.832 -1.225 3.745 -0.12 0.08 0.08
H -19.627 0.243 1.735 -0.13 -0.13 0.02
O -27.046 6.191 -0.597 -0.02 -0.71 -2.22
N -26.876 5.576 -1.676 0.69 -0.19 2.67
O -26.078 4.654 -1.763 -0.47 0.47 -0.67
C -27.692 5.931 -2.820 -0.89 1.65 -0.68
C -28.676 6.891 -2.628 -1.64 0.10 0.93
C -29.571 7.242 -3.620 0.91 -1.27 -0.82
C -29.367 6.668 -4.894 -1.64 1.46 0.95
C -28.340 5.814 -5.136 0.86 -0.44 -0.20
C -27.490 5.446 -4.098 0.85 -0.67 1.06
H -29.004 7.245 -1.662 0.85 -0.05 0.38
H -30.446 7.808 -3.337 0.08 0.26 -0.36
H -30.087 6.896 -5.666 0.07 0.00 -0.24
H -28.234 5.471 -6.154 0.34 -0.36 0.11
H -26.655 4.761 -4.106 0.01 -0.25 -0.90
O -12.144 -4.023 18.698 -0.55 -0.49 -0.26
N -12.553 -3.043 18.109 0.17 -0.08 -0.30
O -12.157 -1.929 18.324 0.29 1.19 0.39
C -13.506 -3.154 17.006 -2.03 0.11 -2.40
C -13.962 -4.405 16.557 0.65 0.53 0.77
C -14.729 -4.535 15.395 0.77 0.96 0.60
C -15.042 -3.362 14.697 -0.37 -1.56 -0.86
C -14.727 -2.113 15.151 0.28 0.27 0.74
C -13.967 -1.995 16.291 1.42 -0.60 1.76
H -13.633 -5.240 17.157 -0.10 -0.35 -0.20
H -14.964 -5.535 15.063 -0.22 0.15 -0.23
H -15.484 -3.416 13.713 -0.40 -0.27 0.02
H -15.072 -1.236 14.623 0.16 0.05 -0.04
H -13.641 -1.031 16.652 -0.05 0.08 0.00
O -12.050 -8.889 8.529 -0.47 0.29 -1.38
N -12.625 -8.198 7.694 0.48 1.21 0.14
O -13.594 -7.491 7.929 0.35 -0.63 -0.21
C -12.037 -8.037 6.295 1.02 -2.22 0.04
C -11.177 -9.044 5.798 0.14 0.63 -1.55
C -10.692 -8.924 4.456 -0.85 0.05 1.47
C -11.018 -7.815 3.682 0.49 -0.41 -0.04
C -11.782 -6.804 4.210 -0.54 -0.96 0.20
C -12.344 -6.983 5.475 -0.19 2.07 -0.04
H -10.868 -9.936 6.322 -0.30 0.18 0.47
H -10.120 -9.738 4.037 0.14 0.02 0.06
H -10.682 -7.718 2.660 0.20 -0.18 -0.06
H -12.052 -5.986 3.560 -0.06 0.29 0.37
H -12.919 -6.126 5.794 -0.42 -0.34 0.54
O -22.912 0.446 -7.223 0.89 -0.44 0.80
N -23.487 0.733 -8.235 -1.02 1.05 0.16
O -24.424 0.101 -8.687 0.42 0.32 -0.69
C -23.122 2.050 -8.822 1.23 1.73 -1.38
C -23.371 2.335 -10.190 -0.83 -2.72 1.27
C -23.005 3.473 -10.802 0.70 2.52 0.06
C -22.340 4.480 -10.062 0.16 -0.72 0.58
C -21.984 4.236 -8.742 -0.64 -1.60 -0.35
C -22.353 2.996 -8.127 0.11 0.30 -0.23
H -23.808 1.525 -10.754 -0.33 0.05 -0.14
H -23.238 3.668 -11.839 0.02 -0.25 -0.09
H -21.981 5.419 -10.457 -0.28 -0.03 -0.53
H -21.340 4.955 -8.257 -0.16 -0.11 0.41
H -21.959 2.784 -7.144 -0.27 -0.10 0.15
O -26.399 -7.479 6.824 -0.99 -0.94 -0.10
N -27.603 -7.713 6.902 0.02 2.45 0.65
O -28.450 -7.012 6.324 0.75 -1.76 0.66
C -28.050 -8.683 7.949 -0.10 -0.57 -0.21
C -27.125 -9.365 8.714 1.95 0.80 0.23
C -27.474 -10.335 9.600 -2.47 -0.97 0.21
C -28.849 -10.684 9.708 1.46 0.48 0.50
C -29.792 -9.951 9.009 -0.12 -0.80 0.18
C -29.384 -8.974 8.137 0.02 0.88 -1.55
H -26.078 -9.104 8.764 0.09 0.27 -0.76
H -26.764 -10.882 10.203 0.21 0.21 -0.09
H -29.062 -11.465 10.423 -0.55 -0.09 -0.15
H -30.845 -10.189 9.034 -0.04 -0.04 0.27
H -30.079 -8.473 7.479 -0.24 0.10 0.15
O -17.945 -11.205 8.341 -0.87 1.21 -1.71
N -18.584 -10.300 7.756 0.91 -1.24 2.12
O -19.320 -9.558 8.388 0.14 -0.02 -1.32
C -18.370 -10.114 6.302 0.67 1.23 -1.37
C -18.901 -8.956 5.645 -0.21 -1.95 -0.32
C -18.624 -8.787 4.282 1.70 -0.10 0.20
C -17.590 -9.540 3.641 -1.11 -0.29 1.14
C -17.065 -10.655 4.292 -0.49 0.85 0.70
C -17.456 -10.934 5.615 -0.09 0.39 0.31
H -19.623 -8.326 6.144 0.10 0.04 0.12
H -19.041 -7.953 3.738 -0.15 0.08 0.11
H -17.194 -9.274 2.672 -0.33 0.08 -0.16
H -16.288 -11.237 3.819 -0.01 -0.13 0.08
H -16.940 -11.718 6.150 -0.26 -0.15 0.10
```
Positions in Å, forces in eV/Å.

These are the Löwdin partial charges, in e, on atoms 1 to 4: 0.044, -0.308, 0.059, -0.148

***

[2]
Density functional theory data (ωB97M-V with the def2-TZVPD basis set) for a 9-piece molecular cluster, C60H54N2O35 overall.

## Properties
Strongest force on any atom: 2.921 eV Å⁻¹
Charge: -1
Multiplicity: 2
Frontier orbital gap (spin up / spin down): 4.949 / 4.948 eV
HOMO level (spin up / spin down): -5.77 / -5.77 eV

```
151
Properties=species:S:1:pos:R:3:forces:R:3
C 2.006 1.438 -4.637 0.84 0.53 0.74
C 0.933 1.997 -3.666 -0.60 -0.27 -2.49
C -0.166 2.623 -4.582 0.06 -0.12 0.23
C 0.241 0.860 -2.904 0.42 -0.29 0.47
C 0.985 0.283 -1.681 -0.72 0.91 0.98
C -0.120 -0.412 -0.792 0.46 -0.65 -1.12
C 0.284 -1.741 -0.161 -0.81 0.17 1.10
N 1.386 -1.625 0.821 -0.18 -0.25 -0.23
C 2.048 -0.765 -2.089 0.54 -0.26 -0.41
O 1.636 -1.644 -2.902 0.08 0.37 -0.35
O 3.204 -0.702 -1.626 -0.39 0.22 0.18
C 1.574 1.449 -0.845 0.38 -0.45 -0.51
C 2.254 2.598 -1.632 1.29 0.50 1.40
C 2.366 3.791 -0.630 0.36 -0.30 -0.45
C 3.713 2.242 -1.992 0.26 0.84 -0.72
N 1.451 3.082 -2.791 -1.93 -1.37 1.72
O 0.419 3.730 -2.313 0.59 0.54 -0.51
H 2.795 2.193 -4.743 -0.10 -0.09 -0.19
H 1.602 1.245 -5.626 -0.12 -0.13 0.11
H 2.492 0.535 -4.265 -0.08 0.04 -0.02
H -0.251 2.053 -5.507 0.08 0.13 0.23
H 0.049 3.663 -4.832 0.00 -0.02 0.12
H -1.128 2.548 -4.073 0.00 0.41 -0.08
H -0.761 1.167 -2.590 0.15 0.26 0.07
H 0.113 0.024 -3.599 -0.02 0.15 -0.04
H -0.503 0.285 -0.047 0.15 -0.01 0.07
H -0.956 -0.626 -1.471 -0.03 -0.12 0.20
H 0.464 -2.520 -0.902 0.25 0.28 -0.18
H -0.594 -2.088 0.414 -0.01 0.00 -0.21
H 2.063 -2.334 0.572 0.23 0.13 0.17
H 1.864 -0.743 0.692 0.09 -0.04 -0.14
H 2.362 1.010 -0.223 0.02 0.17 -0.04
H 0.854 1.876 -0.142 -0.32 -0.04 -0.41
H 1.527 3.838 0.059 0.01 0.08 -0.03
H 2.438 4.737 -1.172 -0.03 -0.06 0.00
H 3.307 3.656 -0.089 -0.21 0.01 0.24
H 4.186 1.584 -1.271 -0.31 -0.17 0.01
H 3.856 1.830 -2.989 -0.12 -0.24 0.23
H 4.287 3.181 -1.970 -0.05 -0.09 -0.20
C -4.258 -2.110 3.248 -0.32 -0.04 0.02
C -3.162 -1.434 2.871 0.23 -0.43 0.30
C -3.247 -0.248 1.952 -0.30 0.23 -0.28
O -2.220 0.332 1.672 0.16 -0.02 0.16
C -4.558 0.140 1.445 0.18 0.06 0.00
C -5.646 -0.541 1.821 -0.10 0.34 -0.30
C -5.563 -1.705 2.762 0.43 -0.32 0.28
O -6.601 -2.267 3.076 -0.06 0.26 -0.17
O -6.872 -0.232 1.391 0.11 -0.21 0.20
O -1.944 -1.766 3.280 -0.22 0.35 -0.23
H -4.212 -2.963 3.910 0.03 0.00 0.00
H -4.605 0.983 0.771 -0.01 -0.01 0.00
H -7.471 -0.874 1.813 -0.05 -0.03 0.02
H -1.324 -1.135 2.861 0.13 -0.09 -0.04
C 6.185 3.230 1.995 0.19 0.30 0.10
C 5.516 2.087 2.217 -0.03 0.08 -0.53
C 5.314 1.547 3.607 0.10 0.08 0.52
O 4.683 0.518 3.742 -0.02 -0.04 -0.24
C 5.892 2.286 4.722 -0.12 -0.15 -0.06
C 6.562 3.422 4.494 0.06 -0.12 0.51
C 6.738 3.972 3.110 -0.21 -0.14 -0.58
O 7.341 5.029 2.995 0.07 -0.08 0.18
O 7.118 4.149 5.462 -0.13 -0.45 -0.41
O 4.992 1.372 1.234 0.03 -0.03 0.48
H 6.332 3.630 1.002 -0.04 -0.04 -0.02
H 5.757 1.881 5.716 0.00 0.01 0.01
H 7.533 4.916 5.021 -0.02 0.23 0.15
H 4.558 0.601 1.650 -0.06 -0.08 -0.14
C 7.557 8.910 5.194 0.09 -0.23 0.03
C 7.042 10.140 5.309 0.33 -0.06 -0.28
C 5.889 10.434 6.223 -0.35 -0.25 0.33
O 5.485 11.579 6.292 0.15 0.13 -0.17
C 5.311 9.332 6.980 -0.01 0.25 -0.03
C 5.823 8.101 6.863 -0.41 -0.04 0.35
C 6.992 7.817 5.969 0.39 0.32 -0.47
O 7.414 6.677 5.930 -0.08 0.14 0.27
O 5.337 7.052 7.524 0.28 0.06 -0.23
O 7.513 11.183 4.626 -0.23 -0.02 0.22
H 8.387 8.684 4.538 -0.04 -0.02 -0.04
H 4.469 9.551 7.622 0.00 -0.02 0.01
H 5.884 6.287 7.260 -0.01 -0.06 0.00
H 6.967 11.945 4.893 -0.02 0.06 0.00
C -8.986 -4.239 3.461 0.10 -0.03 -0.22
C -9.903 -4.073 4.422 0.27 0.34 -0.08
C -10.890 -5.146 4.767 -0.14 -0.45 -0.13
O -11.687 -4.939 5.666 0.05 0.20 0.07
C -10.854 -6.386 4.009 0.01 0.08 0.23
C -9.942 -6.556 3.046 -0.26 -0.36 0.03
C -8.936 -5.492 2.717 0.15 0.53 0.14
O -8.125 -5.721 1.840 -0.10 -0.25 -0.09
O -9.862 -7.670 2.317 0.17 0.28 0.03
O -10.001 -2.949 5.137 -0.17 -0.27 -0.01
H -8.264 -3.471 3.206 -0.11 -0.16 0.11
H -11.582 -7.140 4.257 -0.01 -0.03 -0.06
H -9.120 -7.529 1.700 0.05 -0.01 -0.04
H -10.737 -3.094 5.758 -0.03 0.01 0.05
C -1.818 -3.012 -7.376 -0.10 -0.08 -0.34
C -1.326 -2.066 -6.561 -0.06 -0.41 0.46
C -0.843 -0.745 -7.094 0.08 0.19 -0.37
O -0.432 0.082 -6.306 -0.09 -0.37 0.00
C -0.891 -0.523 -8.535 0.05 0.10 0.17
C -1.378 -1.473 -9.340 0.15 0.40 -0.23
C -1.887 -2.778 -8.807 -0.06 -0.33 0.57
O -2.334 -3.587 -9.604 0.02 0.13 -0.28
O -1.447 -1.329 -10.666 -0.09 -0.20 0.17
O -1.237 -2.239 -5.250 -0.01 0.39 -0.42
H -2.171 -3.965 -7.007 0.02 0.01 0.04
H -0.525 0.423 -8.909 0.00 -0.01 -0.01
H -1.838 -2.158 -10.998 -0.03 -0.06 -0.01
H -0.838 -1.428 -4.878 0.16 -0.13 0.17
C 10.131 8.108 0.543 -0.09 -0.08 0.16
C 10.761 7.875 -0.612 -0.11 0.50 0.05
C 11.183 6.495 -1.018 0.00 -0.57 0.17
O 11.738 6.357 -2.093 0.04 0.26 -0.09
C 10.912 5.397 -0.105 0.10 0.12 -0.23
C 10.281 5.622 1.056 0.09 -0.51 -0.04
C 9.837 7.006 1.453 -0.01 0.43 -0.15
O 9.261 7.160 2.511 0.17 -0.19 0.17
O 10.021 4.636 1.913 0.03 0.57 0.08
O 11.057 8.844 -1.480 0.05 -0.30 0.01
H 9.823 9.099 0.844 -0.01 0.00 -0.02
H 11.235 4.409 -0.403 -0.03 -0.02 0.02
H 9.548 5.038 2.667 -0.21 -0.04 -0.07
H 11.505 8.402 -2.226 0.01 -0.02 -0.06
C -14.851 -9.415 2.878 0.11 0.21 0.04
C -15.498 -10.556 3.143 0.03 0.08 -0.48
C -15.714 -11.035 4.548 0.12 0.13 0.54
O -16.327 -12.073 4.715 -0.05 -0.08 -0.26
C -15.176 -10.236 5.640 -0.13 -0.21 -0.06
C -14.525 -9.096 5.376 0.00 -0.05 0.53
C -14.332 -8.605 3.971 -0.11 -0.15 -0.47
O -13.745 -7.553 3.809 -0.03 0.04 0.18
O -14.013 -8.325 6.334 -0.02 0.00 -0.42
O -15.993 -11.339 2.186 0.00 -0.01 0.33
H -14.690 -9.059 1.870 -0.01 -0.02 -0.01
H -15.323 -10.599 6.647 0.01 0.02 0.01
H -13.603 -7.560 5.886 0.00 0.08 0.06
H -16.409 -12.092 2.647 -0.03 -0.05 0.01
C 4.740 -2.790 -6.612 0.14 -0.31 -0.35
C 3.779 -2.716 -5.669 0.26 0.79 0.26
C 2.801 -3.845 -5.464 -0.06 -0.20 -0.06
O 1.977 -3.717 -4.592 -0.21 -0.38 -0.20
C 2.907 -5.020 -6.333 -0.09 0.06 0.13
C 3.863 -5.073 -7.262 -0.28 -0.38 0.00
C 4.851 -3.962 -7.452 0.16 0.69 0.29
O 5.706 -4.103 -8.317 -0.05 -0.30 -0.17
O 4.013 -6.117 -8.091 0.11 0.20 0.03
O 3.642 -1.668 -4.881 -0.25 -0.74 -0.38
H 5.451 -1.992 -6.772 -0.01 0.02 0.05
H 2.191 -5.817 -6.188 0.01 -0.01 0.00
H 4.777 -5.889 -8.652 0.08 0.06 -0.02
H 2.877 -1.823 -4.251 -0.16 0.12 0.61
```
Positions in Å, forces in eV/Å.

These are the Löwdin partial charges, in e, on atoms 1 to 4: -0.010, -0.433, -0.039, -0.078